Molecular formula: C5H8FN
Method: DFT, the ωB97M-V functional and the def2-TZVPD basis

Last column: Löwdin charge in e.
CARTESIAN COORDINATES (ANGSTROEM)
C 1.844 -0.601 -0.573  0.017
C 0.652 2.285 0.744  -0.015
C 0.774 0.163 -0.404  -0.246
C -1.514 -0.923 0.539  -0.118
C -0.829 -0.996 -0.801  -0.290
N 0.295 1.157 0.325  -0.013
F -1.507 -0.443 -1.838  -0.030
H 2.734 -0.174 -0.128  0.049
H 1.842 -1.546 -1.116  0.056
H 1.353 3.070 0.250  0.101
H 0.105 2.712 1.635  0.082
H -2.619 -1.336 0.530  0.115
H -1.774 0.161 0.699  0.076
H -0.781 -1.385 1.160  0.065
H -0.575 -2.143 -1.020  0.152

## Properties
Energy relative to the best compared isomer or geometry (same formula, charge and spin) = 387.03 kJ/mol
LUMO = 0.2 eV
Spin multiplicity = 1
DFT total energy = -349.771882 Ha
Net charge = 0